No. 1
C50H70N7O5PSSi2Ti | ωB97M-V/def2-TZVPD

Calculated values
Energy above the lowest of the compared OMol25 structures with the same formula, charge and spin (kcal per mole): 2.5
Molar mass (g/mol): 1016.23
F_max (eV/A): 2.3
Gap between HOMO and LUMO (spin up / spin down) (eV): 6.309 / 6.128
HOMO level (spin up / spin down) (eV): -9.36 / -9.24

The geometry in ORCA input format:
```
! wB97M-V def2-TZVPD RIJCOSX def2/J DEFGRID3
* xyz 1 2
Ti -0.850 -0.394 -0.111
C 4.370 0.225 1.968
C 3.389 -0.932 2.078
C 3.523 -1.596 3.444
C 3.641 -1.936 0.960
O 2.042 -0.443 1.868
Si 1.146 0.523 2.849
S -0.556 1.134 1.726
O 0.723 -0.387 4.128
C 0.467 -0.151 5.526
C 1.715 0.409 6.199
C 0.130 -1.514 6.115
C -0.706 0.817 5.684
O 2.041 1.769 3.390
C 2.138 3.193 3.241
C 2.480 3.510 1.790
C 3.264 3.636 4.165
C 0.826 3.849 3.651
H 5.394 -0.150 1.935
H 4.270 0.897 2.820
H 4.171 0.782 1.058
H 4.534 -1.990 3.562
H 2.813 -2.414 3.558
H 3.346 -0.872 4.239
H 4.688 -2.244 0.952
H 3.409 -1.475 0.000
H 3.026 -2.827 1.095
H 2.541 -0.300 6.120
H 1.516 0.584 7.257
H 2.020 1.348 5.739
H 0.982 -2.188 6.016
H -0.720 -1.948 5.594
H -0.119 -1.420 7.174
H -0.600 1.660 4.999
H -0.742 1.208 6.702
H -1.654 0.325 5.474
H 3.454 3.090 1.531
H 2.510 4.590 1.628
H 1.727 3.079 1.131
H 4.179 3.089 3.933
H 3.003 3.450 5.207
H 3.457 4.703 4.043
H 0.011 3.533 3.000
H 0.918 4.936 3.594
H 0.578 3.582 4.679
N 0.539 -3.254 -1.405
C -0.631 -2.955 -1.987
N -1.037 -3.692 -3.009
C -2.202 -3.332 -3.546
N -2.602 -3.973 -4.653
N -3.024 -2.379 -3.057
C -2.534 -1.726 -2.031
N -1.312 -1.887 -1.506
C -3.430 -0.831 -1.260
C -4.774 -0.716 -1.569
C -5.605 -0.061 -0.676
C -5.062 0.452 0.494
C -3.702 0.340 0.712
N -2.889 -0.281 -0.154
H 0.947 -4.147 -1.627
H 0.765 -2.830 -0.517
H -2.095 -4.794 -4.935
H -3.549 -3.847 -4.965
H -5.140 -1.186 -2.471
H -6.666 0.023 -0.871
H -5.681 0.939 1.234
H -3.220 0.745 1.593
O 0.870 0.119 -1.125
P 1.436 0.963 -2.267
C 3.239 0.823 -2.331
C 4.039 1.834 -1.800
C 5.421 1.720 -1.821
C 6.017 0.591 -2.359
C 5.229 -0.426 -2.881
C 3.849 -0.308 -2.874
C 0.849 0.366 -3.866
C 0.808 -1.013 -4.057
C 0.435 -1.544 -5.283
C 0.118 -0.699 -6.336
C 0.150 0.675 -6.151
C 0.503 1.208 -4.920
C 1.192 2.742 -2.152
C 0.566 3.303 -1.050
C 0.495 4.683 -0.917
C 1.040 5.506 -1.889
C 1.685 4.949 -2.988
C 1.777 3.574 -3.112
H 3.590 2.716 -1.362
H 6.029 2.513 -1.407
H 7.096 0.502 -2.375
H 5.690 -1.308 -3.307
H 3.254 -1.101 -3.305
H 1.061 -1.674 -3.240
H 0.398 -2.619 -5.411
H -0.157 -1.110 -7.299
H -0.112 1.338 -6.966
H 0.476 2.280 -4.780
H 0.162 2.661 -0.278
H 0.024 5.111 -0.040
H 0.984 6.582 -1.785
H 2.137 5.588 -3.736
H 2.341 3.152 -3.936
C -4.361 2.605 -3.721
N -3.213 1.738 -3.493
C -2.931 0.751 -4.527
C -2.499 1.782 -2.359
C -2.936 2.781 -1.319
O -1.532 1.023 -2.161
H -4.610 2.571 -4.779
H -4.138 3.637 -3.461
H -5.234 2.275 -3.151
H -2.611 1.247 -5.443
H -3.833 0.171 -4.732
H -2.143 0.086 -4.191
H -2.717 3.795 -1.657
H -2.390 2.597 -0.399
H -4.008 2.714 -1.128
C 0.179 -3.364 2.146
Si -1.350 -2.422 1.545
C -2.300 -1.828 3.072
C -2.523 -3.815 0.946
C -3.793 -3.554 0.423
C -4.695 -4.565 0.124
C -4.351 -5.890 0.350
C -3.103 -6.183 0.878
C -2.208 -5.160 1.169
H -0.072 -3.948 3.037
H 0.966 -2.671 2.424
H 0.560 -4.063 1.395
H -1.896 -0.911 3.490
H -3.351 -1.666 2.810
H -2.285 -2.610 3.835
H -4.120 -2.527 0.282
H -5.673 -4.319 -0.273
H -5.052 -6.684 0.129
H -2.824 -7.212 1.070
H -1.238 -5.427 1.572
*
```

No. 2
C50H71AsCsN7O2SSi4Te | ωB97M-V/def2-TZVPD

Calculated values
Energy above the lowest of the compared OMol25 structures with the same formula, charge and spin (kcal per mole): 27.5
Molar mass (g/mol): 1282.00
F_max (eV/A): 2.9
Gap between HOMO and LUMO (eV): 3.711
HOMO level (eV): -0.24

The geometry in ORCA input format:
```
! wB97M-V def2-TZVPD RIJCOSX def2/J DEFGRID3
* xyz -2 1
Cs -0.440 0.793 1.162
C 1.076 4.987 0.288
C 1.212 4.906 1.664
C 2.018 3.918 2.199
C 2.669 3.034 1.340
N 2.530 3.101 0.010
C 1.748 4.056 -0.489
C 3.525 1.934 1.886
C 4.491 2.222 2.837
C 5.252 1.127 3.306
C 5.006 -0.132 2.859
C 3.955 -0.356 1.893
N 3.256 0.726 1.407
C 3.607 -1.600 1.431
C 4.056 -2.889 1.912
C 3.199 -3.936 1.916
C 1.851 -3.755 1.401
C 1.592 -2.661 0.647
N 2.531 -1.678 0.480
H 0.413 5.702 -0.182
H 0.667 5.575 2.320
H 2.119 3.793 3.269
H 1.645 4.073 -1.572
H 4.656 3.231 3.186
H 6.036 1.282 4.042
H 5.570 -0.975 3.241
H 5.063 -3.012 2.309
H 3.519 -4.905 2.286
H 1.081 -4.506 1.525
H 0.655 -2.519 0.108
O -0.641 1.879 3.473
C -0.973 2.950 4.065
C -0.575 3.226 5.414
C -1.019 4.331 6.104
C -1.877 5.265 5.515
C -2.241 5.058 4.196
C -1.799 3.963 3.448
C -2.168 3.975 2.033
N -1.639 3.258 1.118
N -2.016 3.651 -0.176
C -1.967 2.687 -1.048
O -1.825 1.425 -0.871
C -2.150 3.177 -2.473
C -2.076 2.267 -3.515
C -2.222 2.683 -4.834
C -2.462 4.018 -5.119
C -2.554 4.936 -4.078
C -2.397 4.520 -2.765
H 0.090 2.508 5.880
H -0.690 4.469 7.130
H -2.232 6.129 6.062
H -2.881 5.781 3.696
H -2.926 4.717 1.750
H -1.896 1.236 -3.272
H -2.146 1.951 -5.631
H -2.575 4.344 -6.147
H -2.742 5.983 -4.291
H -2.454 5.218 -1.940
C -4.915 2.059 -0.202
C -5.024 0.576 -0.093
C -6.144 -0.067 0.371
C -6.071 -1.467 0.486
N -5.023 -2.177 0.147
C -3.919 -1.538 -0.351
S -2.541 -2.346 -0.806
N -3.966 -0.162 -0.440
C -7.232 -2.245 1.044
H -5.888 2.505 -0.002
H -4.570 2.366 -1.190
H -4.185 2.446 0.513
H -7.018 0.492 0.667
H -3.089 0.324 -0.756
H -8.033 -1.601 1.403
H -6.877 -2.877 1.858
H -7.623 -2.904 0.266
C 5.204 0.353 -3.781
Si 3.758 -0.543 -4.569
C 2.480 0.739 -5.075
C 4.430 -1.337 -6.142
Si 2.732 -2.013 -3.069
Te 2.485 -0.407 -1.108
Si 0.705 -2.646 -4.020
C 0.850 -2.952 -5.877
C -0.508 -1.270 -3.736
C 0.085 -4.232 -3.237
Si 4.152 -3.824 -2.802
C 4.322 -4.637 -4.493
C 3.517 -5.144 -1.651
C 5.817 -3.211 -2.194
H 5.595 1.077 -4.508
H 6.008 -0.340 -3.521
H 4.919 0.883 -2.870
H 2.953 1.494 -5.716
H 2.062 1.255 -4.204
H 1.646 0.296 -5.628
H 4.750 -0.521 -6.802
H 3.699 -1.949 -6.677
H 5.307 -1.956 -5.930
H 1.074 -2.026 -6.417
H -0.110 -3.335 -6.246
H 1.628 -3.685 -6.122
H -0.118 -0.319 -4.102
H -0.714 -1.176 -2.666
H -1.457 -1.483 -4.246
H 0.776 -5.065 -3.402
H -0.889 -4.501 -3.662
H -0.049 -4.109 -2.160
H 3.378 -5.117 -4.777
H 5.081 -5.425 -4.398
H 4.620 -3.962 -5.303
H 2.570 -5.559 -2.010
H 3.368 -4.776 -0.637
H 4.265 -5.948 -1.635
H 6.305 -2.585 -2.946
H 6.471 -4.064 -1.973
H 5.689 -2.625 -1.282
C 0.011 -0.668 5.632
C -0.991 -1.649 5.041
As -1.985 -0.907 3.511
C -3.156 -2.488 3.232
C -4.141 -2.873 4.324
C -3.248 0.269 4.455
C -4.207 0.876 3.440
H 0.627 -1.151 6.396
H -0.497 0.182 6.094
H 0.673 -0.253 4.871
H -1.706 -1.983 5.799
H -0.488 -2.536 4.651
H -2.455 -3.302 3.033
H -3.679 -2.339 2.289
H -3.654 -3.032 5.290
H -4.671 -3.799 4.074
H -4.901 -2.101 4.475
H -2.652 1.048 4.930
H -3.765 -0.290 5.237
H -3.655 1.473 2.706
H -4.945 1.536 3.908
H -4.758 0.105 2.888
*
```

No. 3
C50H76N7O3P2S2W | ωB97M-V/def2-TZVPD

Calculated values
Energy above the lowest of the compared OMol25 structures with the same formula, charge and spin (kcal per mole): 19.8
Molar mass (g/mol): 1133.13
F_max (eV/A): 1.9
Gap between HOMO and LUMO (spin up / spin down) (eV): 6.918 / 6.326
HOMO level (spin up / spin down) (eV): -14.22 / -14.34

The geometry in ORCA input format:
```
! wB97M-V def2-TZVPD RIJCOSX def2/J DEFGRID3
* xyz 3 3
W 0.216 0.028 0.834
C 0.054 -3.402 3.230
C -0.622 -2.259 3.991
C -0.312 -2.403 5.480
P -0.300 -0.559 3.209
C 0.441 0.452 4.604
C 0.325 1.927 4.233
C 1.895 0.097 4.921
C -1.961 0.199 3.202
C -2.865 0.019 4.244
C -4.017 0.786 4.355
C -5.011 0.570 5.445
C -4.200 1.804 3.421
C -3.326 1.993 2.374
C -2.219 1.155 2.194
N -1.318 1.257 1.134
C -1.558 2.193 0.119
C -2.791 2.415 -0.500
C -2.936 3.424 -1.432
C -1.874 4.254 -1.786
C -2.087 5.398 -2.720
C -0.623 3.963 -1.257
C -0.454 2.938 -0.337
P 1.167 2.332 0.234
C 1.893 3.828 1.115
C 0.893 4.624 1.949
C 3.115 3.422 1.934
C 2.100 2.283 -1.416
C 2.891 0.978 -1.526
C 3.009 3.463 -1.751
H -0.408 -4.352 3.496
H 1.101 -3.485 3.511
H -0.010 -3.283 2.147
H -1.709 -2.356 3.886
H 0.749 -2.334 5.695
H -0.640 -3.391 5.798
H -0.839 -1.676 6.091
H -0.184 0.258 5.480
H 0.644 2.067 3.189
H 0.952 2.523 4.893
H -0.699 2.283 4.331
H 2.582 0.694 4.323
H 2.112 -0.958 4.767
H 2.104 0.325 5.964
H -2.667 -0.727 4.998
H -4.645 -0.123 6.198
H -5.935 0.173 5.025
H -5.255 1.512 5.931
H -5.048 2.462 3.525
H -3.487 2.827 1.710
H -3.640 1.796 -0.249
H -3.899 3.595 -1.887
H -2.789 6.105 -2.279
H -2.521 5.053 -3.659
H -1.162 5.929 -2.931
H 0.231 4.551 -1.558
H 2.215 4.482 0.301
H 0.734 4.201 2.934
H -0.066 4.705 1.446
H 1.280 5.631 2.086
H 2.845 2.702 2.707
H 3.538 4.296 2.426
H 3.892 2.988 1.307
H 1.301 2.265 -2.168
H 3.771 1.027 -0.886
H 3.230 0.837 -2.551
H 2.270 0.117 -1.256
H 3.857 3.544 -1.075
H 2.474 4.408 -1.765
H 3.404 3.308 -2.755
N 2.593 -0.438 1.564
C 2.826 -1.900 1.574
C 4.307 -2.284 1.400
C 4.927 -2.087 0.006
C 4.837 -3.309 -0.927
N 3.652 -3.286 -1.760
C 3.472 -2.553 -2.839
N 2.231 -2.364 -3.304
N 4.489 -1.932 -3.447
C 1.888 -2.524 0.513
O 1.988 -3.702 0.209
O 1.073 -1.700 -0.020
H 3.250 -0.031 0.892
H 2.854 -0.063 2.478
H 2.495 -2.290 2.544
H 4.426 -3.325 1.700
H 4.871 -1.684 2.119
H 5.985 -1.871 0.156
H 4.483 -1.226 -0.504
H 4.783 -4.224 -0.339
H 5.726 -3.371 -1.556
H 2.832 -3.689 -1.297
H 1.437 -2.806 -2.861
H 2.089 -2.032 -4.244
H 5.437 -2.171 -3.205
H 4.357 -1.510 -4.351
S -1.720 -1.796 0.392
C -3.246 -2.444 0.853
N -4.257 -2.369 -0.005
C -5.491 -3.132 0.130
C -5.243 -4.341 1.023
C -4.598 -3.858 2.317
N -3.396 -3.104 1.993
H -4.094 -1.896 -0.880
H -5.811 -3.447 -0.864
H -6.271 -2.493 0.558
H -4.570 -5.038 0.519
H -6.179 -4.854 1.232
H -4.320 -4.699 2.951
H -5.294 -3.220 2.872
H -2.571 -3.245 2.556
O -0.055 0.237 -1.479
S -0.970 0.835 -2.532
C -0.168 0.487 -4.155
C 0.806 1.533 -4.585
C 0.484 2.883 -4.492
C 1.369 3.844 -4.951
C 2.575 3.465 -5.521
C 2.899 2.123 -5.620
C 2.022 1.164 -5.145
C -2.306 -0.431 -2.733
C -1.889 -1.648 -3.489
C -1.052 -2.595 -2.902
C -0.678 -3.727 -3.610
C -1.092 -3.903 -4.922
C -1.906 -2.953 -5.518
C -2.307 -1.838 -4.804
H -0.997 0.448 -4.863
H 0.294 -0.494 -4.085
H -0.463 3.177 -4.063
H 1.117 4.888 -4.871
H 3.255 4.212 -5.896
H 3.829 1.826 -6.079
H 2.253 0.112 -5.251
H -3.120 0.097 -3.225
H -2.568 -0.660 -1.699
H -0.709 -2.448 -1.886
H -0.090 -4.499 -3.133
H -0.792 -4.779 -5.474
H -2.233 -3.082 -6.538
H -2.965 -1.118 -5.268
*
```